{
  "formula": "C43H83N6O16",
  "method": "ωB97M-V with the def2-TZVPD basis set",
  "gap_ev": 6.126,
  "total_charge": 1,
  "molar_mass_da": 940.163,
  "elements": ["C", "C", "C", "O", "O", "C", "C", "C", "C", "C", "C", "C", "C", "C", "N", "C", "C", "C", "O", "C", "O", "C", "C", "O", "O", "C", "O", "C", "C", "C", "O", "O", "C", "C", "C", "C", "O", "C", "C", "O", "H", "H", "H", "H", "H", "H", "H", "H", "H", "H", "H", "H", "H", "H", "H", "H", "H", "H", "H", "H", "H", "H", "H", "H", "H", "H", "H", "H", "H", "H", "H", "H", "H", "H", "H", "H", "H", "H", "H", "H", "H", "H", "H", "H", "H", "H", "H", "H", "C", "O", "N", "C", "C", "H", "H", "H", "H", "H", "H", "H", "C", "O", "N", "C", "C", "H", "H", "H", "H", "H", "H", "H", "C", "O", "N", "C", "C", "H", "H", "H", "H", "H", "H", "H", "C", "O", "N", "C", "C", "H", "H", "H", "H", "H", "H", "H", "C", "O", "N", "C", "C", "H", "H", "H", "H", "H", "H", "H"],
  "coordinates": [[-4.561, -2.678, 5.791], [-3.577, -2.122, 4.779], [-2.556, -3.066, 3.880], [-2.937, -3.254, 2.586], [-1.275, -3.641, 4.408], [-0.179, -3.240, 3.468], [1.302, -3.849, 3.940], [2.449, -2.644, 3.827], [3.201, -2.607, 2.355], [3.606, -1.056, 2.008], [3.318, -0.578, 0.474], [1.767, -0.088, 0.171], [0.761, -1.424, 0.121], [1.286, -2.605, -0.882], [1.832, 0.651, -1.160], [0.581, 1.379, -1.563], [1.094, 2.720, -2.426], [1.379, 2.428, -4.005], [2.767, 1.870, -4.116], [3.206, 2.343, -5.469], [3.066, 1.615, -6.593], [-0.555, 0.513, -2.344], [-0.053, -0.677, -3.331], [-0.919, -1.716, -3.503], [1.183, -0.762, -4.117], [-0.210, 2.075, -0.260], [-1.636, 2.406, -0.594], [-1.855, 3.830, -0.294], [-3.456, 4.260, -0.385], [-4.245, 3.183, 0.622], [-3.999, 4.234, -1.754], [-0.216, 1.235, 0.940], [1.131, 0.856, 1.383], [2.095, 2.078, 1.871], [2.278, 2.174, 3.531], [0.872, 1.991, 4.354], [-0.306, 2.612, 3.729], [-1.472, 2.392, 4.635], [-2.973, 3.078, 4.368], [-1.398, 1.648, 5.773], [-5.681, -2.956, 5.500], [-4.281, -2.815, 6.937], [-3.631, -0.937, 4.648], [-0.360, -3.618, 2.373], [-0.199, -2.059, 3.452], [1.182, -4.044, 5.110], [1.600, -4.828, 3.372], [3.264, -2.737, 4.677], [1.854, -1.642, 4.073], [2.491, -3.123, 1.583], [4.185, -3.252, 2.401], [3.146, -0.385, 2.848], [4.789, -0.989, 2.160], [3.715, -1.401, -0.256], [4.006, 0.379, 0.283], [0.764, -1.838, 1.241], [-0.352, -1.149, -0.112], [0.351, -2.907, -1.561], [2.111, -2.196, -1.619], [1.629, -3.595, -0.361], [2.586, 1.391, -1.029], [2.220, -0.024, -1.853], [1.968, 3.295, -1.884], [0.160, 3.462, -2.383], [0.580, 1.775, -4.557], [1.441, 3.487, -4.550], [3.659, 3.438, -5.615], [-1.169, 1.284, -3.018], [-1.380, 0.031, -1.627], [1.023, -0.593, -5.103], [0.293, 3.144, -0.085], [-1.514, 4.051, 0.820], [-1.259, 4.507, -1.041], [-3.618, 5.335, 0.085], [-4.183, 2.092, 0.203], [-5.330, 3.580, 0.812], [-3.652, 3.252, 1.656], [-4.055, 3.300, -2.115], [0.981, 0.107, 2.301], [1.708, 3.165, 1.565], [3.207, 2.031, 1.456], [3.167, 1.509, 3.926], [2.625, 3.301, 3.719], [1.085, 2.384, 5.461], [0.703, 0.815, 4.469], [-2.878, 4.191, 4.018], [-3.607, 2.391, 3.661], [-3.551, 3.082, 5.413], [-0.123, -6.038, -3.067], [0.711, -5.450, -3.744], [-1.463, -5.725, -2.998], [-2.389, -6.472, -2.171], [-1.965, -4.613, -3.778], [0.153, -6.899, -2.436], [-3.169, -6.898, -2.808], [-2.841, -5.792, -1.443], [-1.879, -7.280, -1.639], [-1.765, -4.802, -4.837], [-1.438, -3.702, -3.478], [-3.040, -4.485, -3.623], [8.144, 4.295, -6.788], [8.801, 4.444, -5.766], [7.401, 3.179, -7.106], [6.648, 3.079, -8.340], [7.370, 2.068, -6.177], [8.099, 5.079, -7.562], [5.591, 2.936, -8.099], [7.013, 2.219, -8.909], [6.760, 3.983, -8.945], [6.974, 2.417, -5.219], [8.390, 1.703, -6.024], [6.743, 1.260, -6.562], [5.143, -5.312, -7.061], [5.976, -4.724, -7.738], [3.802, -4.999, -6.992], [2.877, -5.746, -6.165], [3.300, -3.886, -7.772], [5.418, -6.173, -6.430], [2.096, -6.172, -6.802], [2.424, -5.066, -5.437], [3.386, -6.554, -5.633], [3.500, -4.076, -8.831], [3.827, -2.975, -7.472], [2.226, -3.759, -7.617], [-2.943, -3.389, 9.705], [-3.767, -3.443, 8.801], [-2.543, -2.242, 10.355], [-1.560, -2.261, 11.419], [-3.123, -0.974, 9.963], [-2.441, -4.296, 10.080], [-2.015, -1.861, 12.330], [-0.711, -1.635, 11.128], [-1.206, -3.278, 11.612], [-4.208, -1.022, 10.101], [-2.910, -0.797, 8.905], [-2.711, -0.158, 10.564], [-7.324, 5.611, 1.376], [-7.093, 4.409, 1.334], [-7.871, 6.356, 0.353], [-8.115, 7.778, 0.480], [-8.214, 5.697, -0.890], [-7.102, 6.209, 2.274], [-9.183, 7.969, 0.339], [-7.545, 8.305, -0.291], [-7.811, 8.145, 1.464], [-8.943, 4.907, -0.685], [-7.313, 5.242, -1.312], [-8.635, 6.411, -1.603]],
  "atomic_forces_ev_per_a": [[1.23, 0.19, -0.44], [-1.24, -0.65, 1.13], [-0.71, -0.12, -4.51], [2.78, 1.31, 8.59], [-1.78, 1.83, -2.48], [0.91, -0.13, -0.95], [-0.52, 1.34, 1.60], [-0.28, -0.37, 0.13], [-0.25, 0.02, 0.77], [1.10, -0.64, 0.17], [0.41, 1.20, 0.44], [-0.17, -2.45, 2.37], [0.44, -0.38, 0.63], [-1.29, 0.12, -1.02], [0.66, 0.40, 1.36], [-2.04, 2.33, -0.92], [-1.85, -0.12, -0.52], [0.62, 1.81, 0.40], [-0.65, 1.67, -3.47], [-0.72, -3.73, -5.56], [0.78, 4.52, 8.06], [-0.08, -0.04, -0.59], [-4.52, -6.21, -2.42], [5.55, 7.26, 1.32], [-2.58, 1.60, 1.12], [-0.17, 1.06, 0.33], [2.91, 0.31, 0.61], [-0.84, 1.89, 0.49], [-0.10, -2.14, 1.22], [0.68, 1.25, 0.20], [0.86, -0.84, 1.08], [1.24, 1.16, -1.42], [1.01, -0.72, -0.25], [0.64, 1.20, 0.78], [-0.46, 1.98, -0.72], [2.00, -2.03, 1.35], [-1.93, -0.99, 3.31], [-0.26, -2.92, 5.17], [0.55, -0.13, 0.57], [0.30, 4.57, -7.55], [1.99, 2.39, 0.80], [0.00, -1.59, -2.82], [-0.52, -3.00, -1.57], [-0.14, 0.67, 2.14], [0.35, -2.25, 0.07], [0.28, 0.06, -2.60], [-0.67, 1.96, 1.11], [-1.71, 0.01, -1.74], [1.37, -1.94, -0.75], [1.39, 1.21, 1.28], [-2.05, 1.22, -0.07], [0.74, -1.03, -1.95], [-2.60, 0.02, -0.40], [-1.08, 1.48, 1.27], [-1.35, -1.95, 0.36], [0.01, 1.05, -2.49], [2.29, -0.33, 0.45], [2.22, 0.56, 1.39], [-1.50, -1.08, 1.43], [-0.40, 2.16, -0.90], [-0.99, -1.09, -0.32], [-0.56, 0.55, -0.06], [-1.51, -1.38, -1.18], [1.99, -1.63, -0.18], [1.63, 1.15, 1.23], [-0.56, -2.14, 1.20], [-0.98, -2.32, 1.01], [1.46, -1.71, 1.38], [2.17, 1.02, -1.57], [-0.01, -0.54, 1.89], [-0.70, -2.50, -0.06], [-0.62, -0.43, -2.26], [-0.92, -1.27, 1.31], [0.57, -2.17, -1.39], [-0.20, 2.14, 0.80], [2.10, -1.13, -0.51], [-1.32, -0.35, -2.25], [0.19, 1.51, 1.12], [0.18, 1.75, -2.16], [0.51, -2.61, 0.46], [-2.43, -0.18, 0.63], [-2.22, 1.06, -0.65], [-0.62, -2.46, -0.43], [-0.82, -0.72, -2.51], [0.03, 2.55, -0.21], [-0.17, -2.32, 0.32], [1.47, 1.50, 1.13], [1.71, -0.16, -2.28], [-0.92, 0.43, -0.14], [-0.59, -0.10, 0.33], [1.53, -0.61, 0.12], [-0.01, 0.13, -0.11], [0.32, 0.18, -0.10], [-0.12, 0.00, 0.02], [-0.03, -0.05, 0.22], [-0.09, -0.21, 0.03], [-0.02, 0.16, -0.13], [-0.10, 0.18, 0.05], [-0.27, -0.26, -0.26], [0.21, -0.13, 0.04], [-0.04, -0.60, 0.37], [-0.67, -0.38, -0.70], [0.58, 1.19, 0.14], [0.06, -0.13, 0.15], [0.22, 0.12, 0.14], [-0.07, -0.09, -0.06], [-0.01, -0.04, -0.25], [-0.19, 0.11, -0.12], [0.05, -0.12, 0.17], [0.09, -0.19, 0.04], [-0.19, -0.09, 0.14], [0.11, 0.20, -0.03], [-0.54, 0.54, -0.35], [-0.78, -0.22, 0.42], [1.39, -0.50, 0.03], [-0.07, 0.29, -0.03], [0.32, 0.01, -0.11], [-0.14, 0.00, 0.03], [-0.05, -0.07, 0.22], [-0.11, -0.33, 0.00], [-0.02, 0.17, -0.12], [-0.09, 0.22, 0.06], [-0.12, 0.03, -0.18], [0.20, -0.13, 0.05], [0.10, 0.90, 0.28], [0.45, 0.30, 0.60], [-0.31, -1.42, -0.61], [-0.12, 0.12, -0.08], [-0.22, -0.09, -0.25], [0.01, 0.10, 0.05], [0.22, -0.06, 0.04], [0.04, -0.08, 0.20], [-0.12, 0.15, -0.09], [0.09, 0.18, -0.08], [-0.11, 0.16, 0.11], [-0.03, -0.24, -0.08], [-0.45, 0.35, -0.87], [-0.30, 0.70, -0.18], [0.69, -0.68, 1.35], [-0.04, -0.12, -0.12], [0.07, -0.36, 0.02], [-0.06, 0.08, -0.08], [0.12, 0.19, 0.04], [-0.12, 0.14, 0.12], [-0.04, -0.14, -0.15], [0.08, 0.04, -0.20], [-0.19, -0.02, -0.11], [0.10, -0.07, 0.23]],
  "mulliken_charge": [-0.48, -0.19, 0.62, -0.50, -0.45, 0.33, -0.78, -0.22, -0.09, -0.07, -0.57, -0.65, 0.87, -0.72, 0.07, 0.70, -0.83, -0.38, -0.21, 0.14, -0.49, -0.36, -0.26, -0.59, -0.39, -1.23, -0.28, -0.12, -0.10, -0.33, -0.60, -0.34, 0.52, -0.44, -0.74, -0.23, -0.26, 0.61, -0.90, -0.53, 0.24, 0.29, 0.17, 0.24, -0.15, 0.29, 0.31, 0.40, -0.07, -0.28, 0.39, -0.46, 0.45, 0.31, 0.46, -0.75, 0.39, -0.20, 0.12, 0.37, 0.97, 0.92, 0.40, 0.16, 0.24, 0.54, 0.35, 0.67, 0.30, 0.34, 0.51, 0.20, 0.15, 0.31, 0.20, 0.23, -0.18, 0.37, -0.33, 0.30, 0.12, 0.30, 0.39, 0.48, 0.12, 0.32, 0.22, 0.33, -0.01, -0.56, 0.18, -0.93, -0.54, 0.36, 0.33, 0.34, 0.30, 0.28, -0.02, 0.37, 0.11, -0.57, 0.13, -0.82, -0.96, 0.27, 0.25, 0.32, 0.31, 0.26, 0.32, 0.38, 0.11, -0.58, 0.16, -0.90, -0.96, 0.27, 0.30, 0.38, 0.29, 0.32, 0.30, 0.35, 0.10, -0.63, 0.12, -0.91, -0.90, 0.28, 0.33, 0.33, 0.29, 0.29, 0.26, 0.37, 0.09, -0.67, 0.13, -0.92, -0.86, 0.35, 0.34, 0.34, 0.29, 0.30, 0.21, 0.38]
}